Record 1
{
  "formula": "C46H52Br5Cl2CsKN4O15S2",
  "method": "ωB97M-V/def2-TZVPD",
  "symbols": ["Cs", "Br", "Br", "Br", "Br", "Br", "K", "Cl", "Cl", "S", "S", "O", "O", "O", "O", "O", "O", "O", "O", "O", "O", "O", "O", "O", "O", "O", "N", "N", "N", "N", "C", "C", "C", "C", "C", "C", "C", "C", "C", "C", "C", "C", "C", "C", "C", "C", "C", "C", "C", "C", "C", "C", "C", "C", "C", "C", "C", "C", "C", "C", "C", "C", "C", "C", "C", "C", "C", "C", "C", "C", "C", "C", "C", "C", "C", "C", "H", "H", "H", "H", "H", "H", "H", "H", "H", "H", "H", "H", "H", "H", "H", "H", "H", "H", "H", "H", "H", "H", "H", "H", "H", "H", "H", "H", "H", "H", "H", "H", "H", "H", "H", "H", "H", "H", "H", "H", "H", "H", "H", "H", "H", "H", "H", "H", "H", "H", "H", "H"],
  "xyz": [[-4.28, 1.95, -1.88], [-1.07, -8.28, -5.90], [-3.23, -8.23, -3.57], [4.31, -0.76, 2.99], [2.13, 1.63, 4.72], [-3.09, -5.82, -5.68], [2.02, 3.73, -6.38], [-1.30, -11.86, -5.19], [-0.15, 4.80, -4.88], [-1.30, 2.54, 2.81], [-3.30, 0.56, 2.21], [7.70, 2.86, -2.63], [1.72, 5.66, 1.31], [2.80, 7.24, 2.44], [-2.19, -11.26, -4.22], [-1.76, -11.52, -6.52], [3.74, 5.03, -3.34], [7.26, 8.42, -5.71], [6.23, 3.40, -1.23], [0.76, -2.28, 7.45], [2.91, 3.41, -4.57], [-1.31, -13.30, -5.03], [5.93, 1.51, -2.39], [0.04, -11.35, -5.00], [6.18, 9.68, -4.34], [-3.18, -3.06, 4.00], [-0.35, -9.07, 1.00], [-3.29, -3.16, -1.38], [-3.20, 2.60, 0.62], [6.50, 8.60, -4.78], [-2.28, -2.88, 4.78], [-3.95, -1.98, -1.85], [2.46, 2.66, 1.02], [-0.14, -2.46, 6.66], [-0.48, -1.44, 5.64], [-0.95, -3.71, 6.68], [-0.72, 3.94, -1.95], [-2.82, -5.49, -1.60], [4.29, -0.23, 4.86], [-5.98, 5.24, 0.14], [0.27, -10.32, 1.41], [-0.42, 2.83, -2.68], [-5.75, 6.07, 1.25], [0.82, 7.88, 1.32], [2.89, -0.05, 5.36], [3.65, 3.53, -1.00], [-2.20, 2.80, -0.47], [2.87, 5.10, 0.63], [-4.74, 5.77, 2.14], [-1.60, 3.98, -0.88], [-1.83, 1.56, -1.28], [-4.08, 3.77, 0.86], [-1.93, -4.19, 0.29], [5.93, 7.38, -4.13], [3.23, 2.84, -2.31], [-2.05, -5.47, -0.37], [0.43, -7.93, 0.88], [1.07, 1.99, 1.24], [-2.26, -7.85, 0.30], [-1.48, -6.65, 0.12], [-1.70, -8.99, 0.72], [-2.83, -7.72, -5.38], [-0.98, 1.60, -2.36], [-3.40, -4.37, -2.06], [-2.54, -3.10, -0.20], [-5.19, 4.11, -0.09], [-0.09, -6.76, 0.47], [-2.62, 1.96, 1.77], [6.60, 2.52, -2.11], [2.55, 3.79, -0.03], [-3.92, 4.64, 1.94], [-1.93, -3.91, 5.81], [1.90, 6.92, 1.75], [0.24, 3.04, 1.98], [-1.47, -1.64, 4.77], [3.29, 3.77, -3.47], [1.48, -8.05, 1.11], [0.26, 2.96, -3.49], [-3.32, -7.85, 0.09], [-2.27, -9.90, 0.85], [0.58, -5.91, 0.36], [1.00, -10.62, 0.66], [2.22, -0.84, 5.05], [6.76, 6.79, -3.76], [1.27, 1.17, 1.92], [4.46, 2.89, -0.57], [-0.72, 0.74, -2.96], [0.11, -0.54, 5.64], [-4.53, 6.39, 3.00], [2.24, 2.43, -2.16], [3.90, 2.00, -2.52], [-0.49, -11.08, 1.50], [3.67, 4.93, 1.37], [0.22, 7.42, 0.54], [3.11, 5.51, -2.78], [-1.83, 4.88, -0.32], [-3.15, 4.45, 2.67], [0.15, 8.09, 2.15], [-0.68, -4.44, 7.43], [0.13, 3.89, 1.32], [-3.53, -8.23, -6.02], [-2.53, -4.81, 5.81], [-4.69, -1.66, -1.10], [-1.37, -4.10, 1.21], [-2.29, 0.55, -1.01], [1.27, 8.79, 0.95], [-2.93, -6.42, -2.16], [0.60, 1.66, 0.32], [-6.33, 6.96, 1.43], [2.88, 0.03, 6.45], [0.84, 3.37, 2.82], [5.28, 7.69, -3.33], [-0.22, 4.84, -2.27], [-2.48, -2.14, 0.29], [2.75, 3.12, 1.97], [-6.78, 5.50, -0.53], [4.78, -1.04, 5.39], [3.23, 5.84, -0.08], [3.18, 1.89, 0.80], [-1.73, -0.90, 4.01], [0.76, -10.18, 2.38], [4.11, 4.48, -1.21], [-3.20, -1.19, -1.99], [5.38, 6.84, -4.89], [-4.44, -2.19, -2.79], [-3.98, -4.36, -2.97], [4.89, 0.67, 4.94], [-5.43, 3.51, -1.01]],
  "mulliken_charge": [1.239, 0.021, -0.041, -0.150, -0.044, -0.113, 1.038, 1.586, -0.790, -0.341, -0.114, -0.611, -0.212, -0.541, -0.581, -0.635, -0.306, -0.535, -0.521, -0.566, -0.821, -0.693, -0.688, -0.638, -0.538, -0.521, 0.091, 0.253, 0.670, 0.884, 0.381, -0.601, -1.460, 0.309, -0.383, -0.406, -0.384, -0.006, -0.643, -1.461, -1.004, -0.531, -0.537, -1.033, -0.660, -2.665, 0.571, -1.954, -0.812, -0.347, -1.731, 1.227, -0.994, -0.695, 0.059, 0.615, -0.338, -0.054, -0.937, 0.605, -0.068, -0.363, -0.649, -0.222, -0.556, -0.551, -0.848, -0.408, 0.813, 2.181, 0.284, -0.493, 0.642, -0.450, -0.013, 0.341, 0.410, 0.238, 0.522, 0.327, 0.440, 0.347, 0.342, 0.338, 0.383, 0.632, 0.565, 0.543, 0.415, -0.072, 0.499, 0.266, 0.313, 0.225, 0.335, 0.505, 0.371, 0.329, 0.413, -0.082, 0.381, 0.436, 0.270, 0.463, 0.766, 0.318, -0.415, 0.159, 0.393, 0.419, 0.649, 0.273, 0.511, 0.491, 0.408, 0.384, 0.402, 0.802, 0.423, 0.296, 0.348, 1.231, 0.027, 0.267, 0.253, 0.358, 0.392, 0.132],
  "homo_lumo_gap_ev": 1.89,
  "e_homo_ev": -3.1859,
  "mol_weight_g_mol": 1607.50,
  "total_charge": -1
}

=====

Record 2
{
  "formula": "C6H29NO9",
  "method": "ωB97M-V/def2-TZVPD",
  "symbols": ["O", "O", "O", "O", "O", "O", "O", "O", "O", "N", "C", "C", "C", "C", "C", "C", "H", "H", "H", "H", "H", "H", "H", "H", "H", "H", "H", "H", "H", "H", "H", "H", "H", "H", "H", "H", "H", "H", "H", "H", "H", "H", "H", "H", "H"],
  "xyz": [[2.30, -2.19, 1.86], [-0.39, -3.22, 3.19], [0.99, -3.54, 0.11], [-0.65, -3.56, -2.13], [1.37, 3.22, -2.22], [1.05, 0.06, 1.43], [-1.93, -0.10, 4.11], [1.79, 0.75, -1.47], [1.27, -1.72, -1.91], [-0.62, 1.09, -2.95], [-1.31, 2.09, 0.83], [-1.97, 0.94, -2.30], [-1.00, 0.97, 0.17], [-0.58, 2.94, 1.78], [-1.93, 0.36, -0.83], [0.68, 2.76, 2.14], [2.14, -2.17, 0.89], [2.26, 1.49, -1.17], [-2.44, 1.95, -2.33], [-0.10, 0.12, -2.89], [-2.25, 2.66, 0.71], [-1.24, -0.15, 3.43], [-2.44, 0.31, -3.09], [1.11, 3.23, 3.06], [0.72, 0.89, -1.23], [1.41, -0.75, 1.61], [-0.86, -2.29, 3.09], [-1.56, -3.67, -1.92], [1.68, -3.50, -0.55], [1.05, 2.98, -3.05], [1.17, 0.42, 2.34], [3.23, -2.12, 1.96], [1.47, 2.44, 1.47], [-0.02, 0.62, 0.05], [0.11, -3.37, 2.38], [-0.34, -2.74, -2.32], [-1.57, -0.64, -1.06], [-1.27, 3.41, 2.43], [0.58, 3.34, -1.72], [0.26, -3.42, -0.53], [-2.56, 0.55, 3.67], [2.03, -1.69, -2.45], [-3.01, 0.39, -0.53], [1.23, -0.79, -1.66], [0.13, 1.65, -2.40]],
  "nbo_charge": [-0.944, -0.953, -0.974, -0.961, -0.923, -0.966, -0.930, -1.004, -0.985, -0.851, -0.241, -0.210, -0.169, -0.229, -0.469, -0.366, 0.491, 0.507, 0.188, 0.345, 0.199, 0.464, 0.211, 0.201, 0.484, 0.483, 0.463, 0.486, 0.467, 0.477, 0.474, 0.472, 0.204, 0.221, 0.489, 0.494, 0.198, 0.199, 0.467, 0.493, 0.469, 0.478, 0.223, 0.494, 0.338],
  "homo_lumo_gap_ev": 9.13,
  "e_homo_ev": -9.1998,
  "relative_energy_kcal_mol": 170.60,
  "smiles": "C=C/C=C/CCN.O.O.O.O.O.O.O.O.O",
  "mol_weight_g_mol": 259.30
}

=====

Record 3
{
  "formula": "C11H22ClFN3",
  "method": "ωB97M-V/def2-TZVPD",
  "symbols": ["Cl", "F", "N", "N", "N", "C", "C", "C", "C", "C", "C", "C", "C", "C", "C", "C", "H", "H", "H", "H", "H", "H", "H", "H", "H", "H", "H", "H", "H", "H", "H", "H", "H", "H", "H", "H", "H", "H"],
  "xyz": [[-0.39, 3.16, -0.84], [-4.02, 1.81, -0.27], [1.68, -0.16, -0.96], [1.10, 0.99, -0.30], [-0.61, -1.90, 1.96], [-1.06, 0.47, -1.03], [2.39, -2.38, -0.74], [0.50, 1.54, -2.72], [3.16, -0.62, 0.98], [-3.62, 0.71, 0.48], [2.36, -0.98, -0.24], [0.27, 0.72, 0.93], [-1.11, 0.17, 0.50], [-2.26, 0.99, 1.12], [0.04, 1.50, -1.27], [-1.32, -1.34, 0.81], [-1.97, 0.92, -1.44], [0.05, 1.71, 1.33], [1.48, 2.01, -2.80], [3.68, 0.33, 0.84], [-1.06, -1.92, -0.08], [-0.56, -1.23, 2.73], [-0.22, 2.15, -3.26], [0.83, 0.24, 1.72], [-4.39, 0.44, 1.20], [1.77, 1.71, -0.01], [2.33, -2.38, -1.83], [-2.07, 2.05, 0.99], [1.49, -2.89, -0.38], [3.26, -2.94, -0.41], [-0.85, -0.45, -1.57], [-2.33, 0.79, 2.19], [0.35, -2.12, 1.74], [-2.38, -1.53, 0.99], [3.93, -1.38, 1.13], [-3.54, -0.12, -0.23], [2.59, -0.60, 1.91], [0.51, 0.55, -3.16]],
  "nbo_charge": [0.020, -0.361, -0.322, -0.282, -0.799, -0.470, -0.671, -0.644, -0.721, 0.049, 0.397, -0.246, -0.054, -0.460, 0.196, -0.225, 0.265, 0.248, 0.234, 0.245, 0.197, 0.352, 0.255, 0.236, 0.190, 0.439, 0.263, 0.242, 0.253, 0.241, 0.247, 0.223, 0.342, 0.208, 0.262, 0.160, 0.246, 0.244],
  "homo_lumo_gap_ev": 9.61,
  "e_homo_ev": -12.9880,
  "smiles": "CC(C)=N[N@@H+]1C[C@@](CN)(CCF)C[C@@]1(C)Cl",
  "mol_weight_g_mol": 250.77,
  "total_charge": 1
}